No. 1
A molecular structure, C32H30N6O3SSiTi. Source: the Open Molecules 2025 dataset; level of theory: ωB97M-V with the def2-TZVPD basis set.

The geometry in XYZ format:
```
74
Properties=species:S:1:pos:R:3:mulliken_charge:R:1
Ti -0.42 -0.14 0.52 -1.7850
O -1.50 -3.94 1.80 -0.8778
C -1.32 -2.90 1.14 -0.4477
N -1.00 -1.66 1.68 1.5213
C -1.32 -1.33 3.00 0.3467
C -1.55 -2.20 4.06 -0.9324
C -1.83 -1.68 5.32 -0.5226
C -1.88 -0.31 5.53 -0.5907
C -1.66 0.57 4.48 -0.8708
C -1.40 0.07 3.20 0.3251
N -1.19 0.85 2.08 0.4269
C -0.42 2.04 2.31 -0.5232
O -0.89 3.14 2.59 -0.8398
C 0.98 1.73 2.18 0.4465
C 2.02 2.59 2.61 -0.7573
C 3.30 2.12 2.68 -0.5481
C 3.57 0.77 2.29 -1.0322
C 2.52 0.02 1.82 -0.2268
N 1.26 0.45 1.74 1.2830
C -1.44 -2.82 -0.30 0.4319
C -2.02 -3.83 -1.08 -0.7900
C -2.32 -3.59 -2.40 -0.6770
C -2.02 -2.31 -2.93 -0.7924
C -1.42 -1.38 -2.13 -0.4200
N -1.11 -1.60 -0.83 1.6734
H -1.50 -3.26 3.88 0.4697
H -2.01 -2.37 6.15 0.3499
H -2.08 0.08 6.52 0.3563
H -1.71 1.64 4.62 0.3948
H 1.76 3.59 2.91 0.4719
H 4.11 2.76 3.02 0.3619
H 4.56 0.35 2.33 0.4236
H 2.69 -0.99 1.46 0.3479
H -2.26 -4.76 -0.58 0.4924
H -2.79 -4.35 -3.01 0.3299
H -2.23 -2.06 -3.96 0.4201
H -1.14 -0.39 -2.50 0.1905
O -1.15 1.23 -0.57 0.5371
N -2.27 1.92 -0.81 -0.1547
C -2.04 3.12 -1.42 -0.3653
C -3.05 3.97 -1.75 -0.9034
C -4.36 3.56 -1.43 -0.0550
C -4.57 2.35 -0.83 -0.8869
C -3.52 1.44 -0.49 0.6271
S -3.81 -0.02 0.23 -0.4127
H -0.99 3.30 -1.59 0.3628
H -2.83 4.91 -2.22 0.4149
H -5.20 4.20 -1.67 0.3372
H -5.56 2.01 -0.58 0.3748
C 1.53 -2.77 -2.83 -1.5438
Si 2.07 -1.71 -1.34 1.0656
C 1.95 -2.89 0.14 -1.6029
C 3.92 -1.38 -1.60 -1.4030
N 1.28 -0.22 -0.99 0.5782
C 1.57 0.88 -1.75 0.1694
C 1.84 0.80 -3.13 -0.0958
C 2.14 1.91 -3.90 -0.7970
C 2.17 3.18 -3.34 -0.7065
C 1.91 3.29 -1.98 -0.6371
C 1.62 2.19 -1.21 -0.3973
H 2.35 -3.46 -3.04 0.4048
H 1.32 -2.21 -3.74 0.3516
H 0.65 -3.36 -2.59 0.3717
H 1.71 -3.90 -0.20 0.3851
H 1.20 -2.62 0.88 0.3802
H 2.92 -2.94 0.66 0.5837
H 4.48 -2.31 -1.49 0.4099
H 4.29 -0.67 -0.86 0.3287
H 4.14 -0.97 -2.59 0.3214
H 1.80 -0.17 -3.62 0.1453
H 2.33 1.78 -4.96 0.3684
H 2.40 4.05 -3.95 0.3370
H 1.94 4.27 -1.50 0.4234
H 1.43 2.32 -0.16 0.2532
```

Values from the calculation:
total energy: -90586.6207 eV
multiplicity: 3
Kohn-Sham gap (spin up / spin down): 4.38 / 6.16 eV
net charge: -2
max |F|: 0.83 eV/Å

No. 2
2 unconnected molecules or ions with the total composition C2H8O2 in a non-equilibrium geometry. Source: the Open Molecules 2025 dataset; level of theory: ωB97M-V with the def2-TZVPD basis set.

The geometry in XYZ format:
```
12
Properties=species:S:1:pos:R:3:mulliken_charge:R:1
C 0.60 0.89 1.85 -0.5087
O -0.23 0.85 0.78 -0.4745
H 1.14 -0.06 2.13 0.2297
H 1.39 1.69 1.75 0.2299
H -0.16 0.96 2.65 0.2098
H 0.17 0.83 -0.12 0.3128
C -0.79 -0.93 -1.40 -0.5798
O 0.60 -0.66 -1.48 -0.5162
H -0.89 -1.62 -0.43 0.2081
H -1.05 -1.52 -2.30 0.3009
H -1.56 -0.23 -1.20 0.2949
H 0.78 -0.18 -2.24 0.2930
```

Values from the calculation:
total energy: -6296.9295 eV
multiplicity: 1
Kohn-Sham gap: 10.62 eV
net charge: 0
max |F|: 4.78 eV/Å
energy relative to the best compared isomer or geometry (same formula, charge and spin): 34.1 kcal per mole

No. 3
A molecular structure, C12H16FeN3O2S5. Source: the Open Molecules 2025 dataset; level of theory: ωB97M-V with the def2-TZVPD basis set.

The geometry in XYZ format:
```
39
Properties=species:S:1:pos:R:3:mulliken_charge:R:1
Fe -1.23 -0.34 -0.31 0.3164
N -0.90 1.55 -1.47 -0.3880
C -0.67 2.86 -0.83 -0.4964
C -1.80 3.28 0.09 -0.9410
C -1.94 2.42 1.36 -0.1507
C -3.15 1.51 1.39 -0.8711
N -3.14 0.56 0.26 -0.4833
H -0.05 1.28 -1.97 0.3272
H -1.61 1.63 -2.20 0.2892
H -0.50 3.62 -1.60 0.4468
H 0.25 2.77 -0.26 0.2567
H -2.75 3.31 -0.46 0.3518
H -1.61 4.32 0.38 0.3864
H -2.00 3.07 2.24 0.3851
H -1.03 1.83 1.50 0.0510
H -4.08 2.11 1.36 0.3879
H -3.16 0.93 2.31 0.4562
H -3.49 1.00 -0.58 0.2309
H -3.78 -0.22 0.43 0.3410
S -2.04 -3.95 -3.19 -0.2348
C -1.83 -2.72 -2.15 0.1691
S -2.77 -2.44 -0.72 -0.2432
S -0.59 -1.49 -2.27 -0.1784
O 2.87 1.50 0.48 -0.6497
S 2.21 0.46 -0.23 0.9404
O 1.96 0.66 -1.64 -0.6703
N 0.77 0.08 0.51 -0.3171
C 0.79 -1.14 1.02 0.8780
S -0.63 -1.78 1.65 -0.3988
C 2.07 -1.86 0.82 0.5268
C 2.40 -3.15 1.22 -0.7028
C 3.66 -3.62 0.88 -0.5601
C 4.55 -2.84 0.15 -0.4903
C 4.21 -1.55 -0.25 -0.7491
C 2.96 -1.10 0.09 0.0964
H 1.69 -3.75 1.77 0.4314
H 3.95 -4.62 1.17 0.3946
H 5.52 -3.24 -0.11 0.3911
H 4.90 -0.94 -0.82 0.4708
```

Values from the calculation:
total energy: -109833.2396 eV
multiplicity: 6
Kohn-Sham gap (spin up / spin down): 6.77 / 6.54 eV
net charge: 0
max |F|: 0.52 eV/Å
energy relative to the best compared isomer or geometry (same formula, charge and spin): 0.0 kcal per mole